(1)
The following is a DFT calculation (ωB97M-V/def2-TZVPD) of 2 unconnected molecules or ions with the total composition C10H16.

Atoms and positions in Å:
C1 2.7129 0.3937 -0.3466
C2 1.6099 -0.5083 0.1422
C3 1.6340 -0.9619 1.4705
C4 0.6145 -1.7086 2.0164
C5 -0.4232 -2.1249 1.1834
C6 -0.4326 -1.7271 -0.1371
C7 0.6105 -0.9667 -0.6864
H1 3.0163 1.0309 0.4926
H2 2.5166 1.0093 -1.2148
H3 3.6278 -0.2067 -0.4161
H4 2.4669 -0.6042 2.0613
H5 0.8109 -2.1298 2.9931
H6 -1.2774 -2.6839 1.5380
H7 -1.2716 -2.0352 -0.7484
H8 0.4839 -0.7024 -1.7266
C8 -2.4984 2.0544 -1.9989
C9 -1.4632 1.4698 -1.0376
C10 -1.4042 2.3185 0.2541
H9 -1.9496 2.6715 -2.7139
H10 -2.9804 1.2919 -2.6148
H11 -3.2561 2.6320 -1.4777
H12 -0.4987 1.2018 -1.4473
H13 -1.7936 0.5404 -0.5708
H14 -1.4196 3.3950 0.0686
H15 -0.5351 2.0315 0.8465
H16 -2.3197 2.1838 0.8282

Energy above the lowest of the compared OMol25 structures with the same formula, charge and spin in eV: 0.7360
Structure (SMILES): Cc1ccccc1.CCC
Total charge: 0

***

(2)
The following is a DFT calculation (ωB97M-V/def2-TZVPD) of 2 unconnected molecules or ions with the total composition C5H17N2O.

Atoms and positions in Å:
N1 -0.5339 0.0736 -2.1415
C1 -1.0738 0.5378 -0.8022
C2 -0.9309 2.0396 -0.6747
C3 -0.3081 -0.2592 0.3105
N2 0.2684 -1.4953 -0.1933
C4 1.7479 -1.5198 -0.1799
C5 -0.2713 -2.7092 0.3740
H1 0.0924 -0.7425 -1.9705
H2 -1.2801 -0.3246 -2.7115
H3 -0.0527 0.8167 -2.6404
H4 -2.0952 0.2327 -0.8182
H5 -0.6327 2.3712 0.3061
H6 -0.1612 2.4749 -1.3147
H7 -1.8634 2.5497 -0.9103
H8 0.4809 0.3685 0.6626
H9 -1.0682 -0.3585 1.0852
H10 2.1298 -0.5373 -0.4519
H11 2.1330 -1.8925 0.7694
H12 2.0467 -2.1635 -1.0042
H13 0.0108 -3.5962 -0.2048
H14 -1.3573 -2.7428 0.4088
H15 0.1651 -2.9389 1.3566
H16 0.8746 3.6017 2.5336
H17 1.5964 2.4936 3.2425
O1 0.7309 2.7177 2.8832

Energy above the lowest of the compared OMol25 structures with the same formula, charge and spin in eV: 1.2491
Total charge: +1

***

(3)
The following is a DFT calculation (ωB97M-V/def2-TZVPD) of a single C15H23ClN4O4S molecule.

Atoms and positions in Å:
C1 -0.6129 2.0280 3.3106
O1 0.1702 2.8798 2.4815
C2 1.4823 2.4018 2.1606
C3 1.3110 1.1198 1.3165
O2 1.8172 0.0523 1.6047
N1 0.5042 1.2962 0.2415
C4 0.0698 0.1990 -0.6079
C5 -1.2068 -0.4819 -0.0832
C6 -1.7447 -1.4311 -1.1519
O3 -0.6521 -2.2524 -1.5478
N2 -2.1493 0.5774 0.2656
C7 -3.5013 0.5576 0.2386
O4 -4.1770 -0.3895 -0.1183
C8 -4.1692 1.8527 0.7123
C9 -3.2823 3.0506 0.8509
C10 -2.5746 3.7464 -0.1539
C11 -1.9142 4.7339 0.5366
Cl1 -0.8755 5.9744 -0.0240
N3 -2.2171 4.6073 1.8417
C12 -1.7113 5.3809 2.9583
N4 -3.0423 3.5662 2.0465
C13 2.1475 3.5483 1.3682
C14 3.1635 4.2799 2.2626
S1 2.8121 3.7934 3.9728
C15 2.3620 2.1494 3.3833
H1 -1.6292 2.4126 3.2748
H2 -0.6116 0.9949 2.9456
H3 -0.2649 2.0322 4.3439
H4 0.1199 2.2166 0.0964
H5 -0.1199 0.5945 -1.6070
H6 0.8696 -0.5340 -0.6694
H7 -0.9538 -1.0625 0.8092
H8 -2.5648 -2.0283 -0.7605
H9 -2.1199 -0.8440 -1.9971
H10 -0.9904 -2.9706 -2.0880
H11 -1.7332 1.3948 0.6818
H12 -4.9895 2.0392 0.0185
H13 -4.6201 1.6383 1.6826
H14 -2.5644 3.5733 -1.2164
H15 -1.9415 6.4364 2.8239
H16 -2.2104 5.0074 3.8483
H17 -0.6355 5.2405 3.0568
H18 2.6395 3.1646 0.4737
H19 1.3529 4.2237 1.0488
H20 4.1822 3.9858 2.0100
H21 3.0916 5.3625 2.1745
H22 1.8670 1.5805 4.1645
H23 3.2445 1.5871 3.0775

Energy above the lowest of the compared OMol25 structures with the same formula, charge and spin in eV: 0.6065
Structure (SMILES): CO[C@@]1(C(=O)NC[C@H](CO)NC(=O)Cc2cc(Cl)n(C)n2)CCSC1
Total charge: 0

***

(4)
The following is a DFT calculation (ωB97M-V/def2-TZVPD) of a molecular structure, C16H74F3O24.

Atoms and positions in Å:
C1 -3.8135 45.5610 -2.1900
O1 -3.7298 47.0091 -2.1191
O2 -2.7882 45.2025 -3.0982
C2 -4.0259 44.8764 -0.8298
F1 -3.6599 43.6253 -0.9355
F2 -3.3154 45.3826 0.2051
F3 -5.3093 45.0100 -0.4886
C3 -4.8376 47.7810 -1.8156
C4 -4.3583 49.2109 -1.9803
H1 -3.5419 49.4681 -1.3054
H2 -3.8946 49.4413 -2.9394
H3 -5.1640 49.9366 -1.8699
H4 -5.2595 47.6131 -0.8247
H5 -5.7210 47.6453 -2.4397
H6 -4.6667 45.3508 -2.8350
C5 -7.4302 50.2644 -4.9004
C6 -6.7648 48.9052 -4.6624
O3 -5.5924 48.9575 -3.9370
H7 -6.9743 50.8971 -5.6620
H8 -7.3191 50.7264 -3.9194
H9 -8.4970 50.1500 -5.0925
H10 -6.5508 48.4054 -5.6072
H11 -7.4569 48.2550 -4.1272
H12 -5.4165 48.0832 -3.5818
C7 -3.4673 46.9449 2.9638
C8 -2.9737 47.4588 1.5594
O4 -4.0963 48.3160 1.0810
H13 -2.6670 46.3473 3.4004
H14 -4.3007 46.2577 2.8185
H15 -3.7392 47.6754 3.7258
H16 -2.7635 46.6589 0.8494
H17 -2.0763 48.0604 1.7046
H18 -3.6201 48.9878 0.5875
C9 -2.3553 44.0961 1.1845
C10 -1.3059 43.0660 1.4665
O5 -1.2966 42.0594 0.4922
H19 -3.3588 43.6798 1.0972
H20 -2.0739 44.7241 0.3392
H21 -2.3627 44.7508 2.0559
H22 -1.4529 42.6451 2.4612
H23 -0.3078 43.4985 1.5371
H24 -0.8748 41.2814 0.8641
C11 -3.0265 51.1076 -2.7607
C12 -1.5924 51.3775 -3.2555
O6 -1.7221 51.7648 -4.6041
H25 -3.0126 50.9117 -1.6885
H26 -3.5851 50.3046 -3.2417
H27 -3.5592 52.0584 -2.7754
H28 -0.9193 50.5275 -3.1437
H29 -1.2027 52.2546 -2.7388
H30 -2.0838 51.1296 -5.2264
C13 -6.2700 51.2393 -1.5017
C14 -5.7510 50.6945 -0.1721
O7 -4.3354 50.7249 -0.2961
H31 -7.3588 51.2338 -1.4504
H32 -5.8377 50.6052 -2.2757
H33 -5.9147 52.2537 -1.6829
H34 -6.0840 49.6734 0.0141
H35 -6.1263 51.3646 0.6013
H36 -4.0842 51.6507 -0.2603
C15 -5.5698 46.1454 -5.6059
C16 -4.2178 45.6372 -6.1839
O8 -3.2455 45.6308 -5.1570
H37 -5.9958 45.3642 -4.9763
H38 -6.3189 46.4635 -6.3310
H39 -5.4353 47.0210 -4.9708
H40 -3.8848 46.3006 -6.9822
H41 -4.2287 44.7215 -6.7750
H42 -3.5805 44.9762 -4.5399
O9 -6.9027 44.9841 -1.8141
H43 -7.8452 44.8217 -1.7752
H44 -6.7439 45.6396 -1.1349
O10 -4.1495 43.9792 -4.1458
H45 -4.9836 43.6722 -3.7906
H46 -3.7670 44.5028 -3.4416
O11 -1.5182 44.4896 -4.5998
H47 -2.1650 44.0957 -4.0144
H48 -1.0974 43.7445 -5.0286
O12 -1.2663 48.5005 -0.8079
H49 -1.9589 48.9696 -0.3426
H50 -0.4534 48.8806 -0.4747
O13 -5.2831 46.1960 1.3231
H51 -5.7014 46.5225 0.5264
H52 -4.4788 46.7093 1.3995
O14 -2.0663 47.8565 -2.6739
H53 -1.4764 48.2683 -2.0425
H54 -2.9167 47.8435 -2.2347
O15 -6.9819 46.9120 -3.3218
H55 -7.6563 46.5445 -3.8932
H56 -6.7002 46.1758 -2.7788
O16 -3.4786 47.9493 -4.6882
H57 -3.4031 48.7679 -5.1785
H58 -3.9283 48.1944 -3.8796
O17 -5.9259 43.6098 -2.9587
H59 -6.2497 44.3938 -2.5150
H60 -6.7035 43.2236 -3.3616
O18 -7.4113 48.8306 -2.1392
H61 -7.5647 48.0448 -2.6637
H62 -6.7692 49.3326 -2.6411
O19 -4.7993 42.4447 -1.5136
H63 -5.2485 43.1075 -2.0381
H64 -4.8433 42.7777 -0.6172
O20 -7.0233 46.5364 -0.3673
H65 -6.9838 46.2642 0.5495
H66 -7.5090 47.3610 -0.3522
O21 -2.2027 43.5045 -2.6801
H67 -1.5590 43.4746 -1.9724
H68 -2.7044 44.3028 -2.5147
O22 -2.8673 49.6677 0.1895
H69 -3.5286 50.1667 -0.2900
H70 -2.2771 50.3318 0.5457
O23 -0.9838 46.3787 -0.6849
H71 -1.0524 47.2964 -0.9481
H72 -1.8390 46.1726 -0.3076
O24 -5.5404 43.3177 0.4333
H73 -6.4487 43.2224 0.7199
H74 -5.3929 44.2633 0.4139

Total charge: -1

***

no.,HOMO-LUMO gap (eV)
1,10.01
2,9.85
3,9.19
4,3.58